1.
122
Properties=species:S:1:pos:R:3 method="wB97M-V/def2-TZVPD" total_charge=+1 lumo_ev="-3.09 / -3.10"
Co 0.25264 -0.24213 0.03227
C -1.06138 3.06562 0.90315
Si -0.91221 1.23824 1.30081
C -2.53144 0.29706 1.51885
C -3.74514 0.97302 1.63758
C -4.93910 0.28500 1.78195
C -4.93024 -1.10164 1.81361
C -3.73262 -1.79377 1.71779
C -2.52899 -1.10983 1.56330
P -0.85805 -1.87774 1.58907
C -0.75740 -2.37799 3.39206
C -0.98801 -1.27179 4.42868
C -1.37636 -1.84570 5.80119
C -0.69164 -3.18540 6.03635
C -1.22612 -4.21576 5.02915
C -1.69658 -3.54346 3.73194
C -0.76627 -3.55532 0.73515
C 0.15911 -4.59943 1.42956
C -0.41252 -6.01495 1.36892
C -0.80638 -6.39963 -0.05290
C -1.76081 -5.36266 -0.68453
C -2.07460 -4.19971 0.25803
C -0.05856 1.34022 2.98837
C -0.69079 1.90806 4.09485
C -0.04328 1.98432 5.31428
C 1.25619 1.50282 5.44043
C 1.91935 0.98520 4.34039
C 1.26157 0.90974 3.11083
P 1.98690 0.60132 1.47644
C 3.32529 -0.67580 1.53969
C 2.72444 -2.09868 1.52449
C 3.75253 -3.16093 1.94190
C 5.15541 -2.74958 1.51343
C 5.57766 -1.46747 2.25039
C 4.36606 -0.62113 2.66310
C 2.71475 2.30932 1.21407
C 2.93022 2.80700 -0.21730
C 4.26563 2.38616 -0.82362
C 5.42311 2.84038 0.05730
C 5.27150 2.24477 1.45260
C 3.94005 2.65219 2.07682
H -1.30253 3.58685 1.83051
H -1.78393 3.35186 0.14831
H -0.08130 3.42203 0.58398
H -3.76046 2.05444 1.59515
H -5.87159 0.82466 1.86415
H -5.85728 -1.64933 1.91537
H -3.75108 -2.87183 1.76099
H 0.27256 -2.73558 3.51255
H -1.77351 -0.59179 4.09032
H -0.07539 -0.69152 4.53844
H -2.45914 -1.98101 5.86517
H -1.10938 -1.12279 6.57399
H -0.84790 -3.53632 7.05637
H 0.38842 -3.05913 5.91658
H -2.06270 -4.76606 5.46425
H -0.45424 -4.95487 4.79811
H -2.70732 -3.14908 3.85652
H -1.74894 -4.28844 2.94374
H -0.24144 -3.28734 -0.17910
H 0.38704 -4.35437 2.46527
H 1.11831 -4.59743 0.90648
H -1.27922 -6.10083 2.03012
H 0.33059 -6.71363 1.75628
H -1.26560 -7.38833 -0.05192
H 0.10110 -6.48562 -0.65566
H -2.69572 -5.83490 -0.99064
H -1.31388 -4.95369 -1.59280
H -2.66316 -4.56545 1.10137
H -2.69566 -3.46928 -0.26187
H -1.71104 2.26331 4.01345
H -0.54740 2.40653 6.17219
H 1.76193 1.55391 6.39507
H 2.94356 0.66403 4.45143
H 3.85670 -0.51162 0.59373
H 2.34422 -2.32471 0.52204
H 1.86622 -2.13507 2.20124
H 3.47668 -4.12557 1.51471
H 3.73293 -3.29107 3.02659
H 5.16443 -2.58561 0.43237
H 5.86907 -3.55059 1.70623
H 6.22851 -0.86879 1.60937
H 6.15882 -1.71306 3.14019
H 4.69653 0.39009 2.89550
H 3.91539 -1.02841 3.57144
H 1.87479 2.88125 1.62753
H 2.92141 3.90175 -0.16095
H 2.09042 2.53478 -0.85390
H 4.35590 2.79161 -1.83265
H 4.31261 1.29723 -0.92000
H 5.42658 3.93285 0.12653
H 6.37726 2.54713 -0.38209
H 6.08456 2.57064 2.10416
H 5.34796 1.15528 1.37618
H 3.94296 3.74238 2.18964
H 3.83243 2.25608 3.08761
Cl 2.17795 -0.29946 -1.54375
C 1.04858 0.89049 -2.21477
C -0.08254 1.10748 -1.45042
C -1.03915 1.88778 -2.09541
Cl -2.63168 2.09014 -1.42027
C -0.80350 2.51059 -3.32649
Cl -1.98982 3.53381 -4.02866
C 0.40056 2.30844 -4.00321
Cl 0.71771 3.08446 -5.49754
C 1.34121 1.44137 -3.45157
Cl 2.80701 1.07874 -4.26913
N -2.25857 -3.97722 -5.59349
C -2.94365 -3.11701 -4.80924
S -4.49168 -2.67725 -5.10592
C -2.17478 -2.55192 -3.63898
C -0.81368 -2.78501 -3.42576
C -0.19140 -2.22697 -2.32715
N -0.82273 -1.43533 -1.44495
C -2.13195 -1.22474 -1.64485
C -2.83301 -1.75343 -2.70982
H -2.76432 -4.41065 -6.34931
H -1.39589 -4.40157 -5.31166
H -0.20344 -3.37251 -4.09431
H 0.85982 -2.41530 -2.15661
H -2.63590 -0.60362 -0.92298
H -3.88715 -1.54220 -2.82523

***

2.
125
Properties=species:S:1:pos:R:3 method="wB97M-V/def2-TZVPD" total_charge=+1 lumo_ev=-4.76 e_above_lowest_kj_mol=1175.2
C -4.36219 0.57108 1.67654
C -4.46539 -0.92641 1.03824
C -3.72994 -0.92602 -0.37159
C -2.18376 -1.30467 -0.37382
C -1.41569 -1.43081 0.95839
C 0.10049 -1.74514 0.95127
C 0.83509 -1.86841 2.31384
C -0.03784 -1.62657 3.63906
C -0.73113 -3.03631 4.00758
C -2.30398 -2.95136 4.31725
O -2.70527 -1.69954 4.93454
C -2.11959 -1.57497 6.23163
C -1.89962 -0.05789 6.76446
O -1.73864 -2.52733 6.95153
C 2.35609 -2.22207 2.30592
C 2.95116 -2.35370 3.78577
C 3.33419 -0.83286 4.25753
C 4.87081 -0.44167 4.03253
N 3.13499 -2.35921 1.04399
P 4.81675 -2.73988 1.49264
O 5.99872 -2.80743 0.31479
I 4.54877 -5.21766 1.94208
C 2.51688 -2.20084 -0.28558
C 3.53812 -2.26711 -1.45031
C 4.32990 -0.82831 -1.39154
C 3.29244 0.43546 -1.29900
C 3.25594 1.04473 0.21906
C 1.77675 1.71026 0.39703
O 1.78330 2.94031 -0.36478
C 0.85280 3.91588 0.16582
C -0.57082 3.85472 -0.61345
C 0.99147 -1.95204 -0.34509
C 0.20774 -1.90039 -1.66783
P 0.77226 -2.25463 -3.45325
O 1.64086 -3.77590 -3.46464
Cl 2.06511 -0.67562 -4.16552
C -1.33684 -1.57766 -1.68381
C -2.19366 -1.50254 -3.05878
C -1.87260 -0.16446 -3.91883
C -3.27713 0.61807 -4.06442
F -4.22633 0.00813 -4.95197
C -3.60996 1.79817 -3.35909
F -2.58019 2.72978 -3.10577
F -4.95057 1.96074 -2.89868
H -3.27883 0.89974 1.86046
H -4.97666 0.66878 2.65060
H -4.80419 1.33881 0.93696
H -5.59255 -1.14774 0.93684
H -4.05172 -1.64309 1.82401
H -3.86918 0.07662 -0.93570
H -4.26141 -1.70943 -1.03892
H -1.99827 -1.27451 1.92039
H 0.60760 -1.31918 4.54996
H -0.79287 -0.75670 3.52392
H -0.62066 -3.72108 3.07833
H -0.11685 -3.55812 4.83105
H -2.57671 -3.85694 4.96039
H -2.86513 -3.09223 3.31427
H -0.95332 0.36742 6.28588
H -2.81097 0.52924 6.36547
H -1.88693 -0.05187 7.90343
H 3.78959 -3.10414 3.93915
H 2.16412 -2.68896 4.56892
H 3.13338 -0.78597 5.39367
H 2.58330 -0.08159 3.79444
H 5.00634 0.61662 4.48558
H 5.18251 -0.33387 2.93327
H 5.50494 -1.18977 4.62204
H 6.01678 -3.67705 -0.15875
H 3.26194 -2.32754 -2.52779
H 4.22759 -3.17126 -1.29116
H 5.02925 -0.70311 -2.29319
H 4.96690 -0.69664 -0.45716
H 3.71553 1.27080 -1.96496
H 2.21749 0.16531 -1.54463
H 4.02959 1.86752 0.38228
H 3.30237 0.21948 1.01977
H 0.95244 1.02603 -0.04199
H 1.51017 1.84527 1.51031
H 1.27951 4.96612 -0.07056
H 0.72106 3.85684 1.30085
H -0.41496 4.29195 -1.66140
H -0.86868 2.74963 -0.74055
H -1.39533 4.42213 -0.04883
H 1.80111 -3.99375 -4.42191
H -3.31835 -1.55233 -2.89860
H -1.94793 -2.38830 -3.76228
H -1.60628 -0.49112 -4.99647
H -1.04234 0.48558 -3.48532
C -0.30912 7.06793 3.87396
C -0.07811 6.88429 2.51412
C 0.85402 7.67770 1.85237
C 1.56278 8.64902 2.55327
C 1.33445 8.83014 3.91390
C 0.39569 8.04292 4.57368
H -1.03855 6.45135 4.38893
H -0.62614 6.12209 1.96899
H 1.02909 7.53883 0.79063
H 2.29301 9.26449 2.03859
H 1.88830 9.58646 4.46052
H 0.21405 8.18819 5.63314
C -7.37919 0.40432 -4.10177
C -7.76389 1.49273 -3.32505
C -9.09760 1.65053 -2.95957
C -10.04512 0.71401 -3.36293
C -9.65955 -0.37633 -4.13649
C -8.32780 -0.52934 -4.50974
H -6.34149 0.28315 -4.38939
H -7.02628 2.21828 -3.00521
H -9.39873 2.50277 -2.35959
H -11.08388 0.83453 -3.07395
H -10.39814 -1.10723 -4.44959
H -8.02850 -1.37662 -5.11759
C 5.46530 -3.83171 -4.30226
C 5.07386 -2.96752 -5.32067
C 5.81244 -2.89898 -6.49793
C 6.93753 -3.70198 -6.66066
C 7.32672 -4.56862 -5.64379
C 6.59363 -4.63081 -4.46293
H 4.89100 -3.88293 -3.38298
H 4.19211 -2.34593 -5.19638
H 5.51110 -2.22069 -7.28901
H 7.51063 -3.65211 -7.58031
H 8.20296 -5.19569 -5.77176
H 6.90051 -5.30277 -3.66839